1.
{"formula": "C7H10", "method": "the ωB97M-V functional and the def2-TZVPD basis", "symbols": ["C", "C", "C", "C", "C", "C", "C", "H", "H", "H", "H", "H", "H", "H", "H", "H", "H"], "positions_angstrom": [[-0.54102, 1.94421, -0.55238], [-1.28051, 0.68825, -1.04048], [0.20515, 0.99841, -1.40078], [1.21751, 0.11888, -0.77062], [0.91516, -0.64025, 0.28197], [-0.49783, -0.74074, 0.80175], [-1.63011, -0.32397, -0.08110], [-0.90069, 2.87524, -0.97993], [-0.28224, 1.99367, 0.50169], [-2.00321, 0.90169, -1.82618], [0.37197, 1.28766, -2.43547], [2.22079, 0.12557, -1.19015], [1.67191, -1.27181, 0.74353], [1.28891, -3.08067, 2.66129], [-0.69063, -1.74262, 1.20609], [-0.64645, -0.08396, 1.68161], [0.63393, -3.24295, 2.34978]], "lowdin_charge": [-0.0553, -0.2648, -0.2254, -0.0772, -0.1057, -0.2597, 0.0741, 0.1097, 0.1151, 0.1130, 0.1347, 0.1045, 0.0801, 0.0350, 0.0652, 0.1335, 0.0230], "relative_energy_ev": 5.1297, "homo_energy_ev": -7.92, "homo_lumo_gap_ev": 8.32}


2.
{"formula": "C4H15NO3", "method": "the ωB97M-V functional and the def2-TZVPD basis", "symbols": ["C", "C", "C", "C", "N", "H", "H", "H", "H", "H", "H", "H", "H", "H", "H", "H", "O", "H", "H", "O", "H", "H", "O"], "positions_angstrom": [[-0.12453, -1.78454, -0.76150], [-0.77120, -0.79396, 0.17390], [-0.60709, 0.76213, 0.06525], [-1.02873, 1.27988, -1.35005], [-1.38372, 1.21214, 1.21760], [-0.64048, -2.74260, -0.67305], [-0.22219, -1.48844, -1.81079], [0.94370, -1.90498, -0.60733], [-1.83757, -0.96561, 0.17767], [-0.34138, -1.09304, 1.14119], [-0.59754, 0.62384, -2.08558], [-2.10806, 1.16667, -1.35337], [-1.19850, 2.22249, 1.41408], [0.46974, 1.01308, 0.15210], [1.86129, -0.12436, -2.48328], [-0.77502, 2.32471, -1.44828], [1.61321, 0.31185, -1.64473], [2.29528, -0.12163, -0.42236], [2.06786, 0.19458, 1.12800], [2.43751, -0.45843, 0.53184], [0.55179, -0.38795, 3.72464], [-0.77858, 0.78571, 2.01945], [0.17423, -0.03153, 2.89460]], "mulliken_spin": [0.0068, 0.0611, 0.0090, 0.0614, 0.7562, -0.0046, -0.0026, -0.0053, -0.0043, -0.0044, 0.0024, 0.0012, -0.0007, 0.1346, 0.0322, -0.0006, -0.9906, 0.0046, 0.0012, -0.0295, -0.0182, -0.0083, 0.9985], "spin_multiplicity": 2, "relative_energy_ev": 7.3091, "homo_energy_ev": [-14.36, -14.46], "total_charge": 1, "s2": 1.761, "homo_lumo_gap_ev": [7.45, 5.83]}


3.
{"formula": "C19H12Br3IN3OPb", "method": "the ωB97M-V functional and the def2-TZVPD basis", "symbols": ["Pb", "Br", "C", "C", "C", "Br", "C", "C", "C", "C", "N", "C", "C", "O", "H", "H", "H", "H", "Br", "C", "C", "C", "N", "C", "C", "H", "H", "H", "H", "I", "C", "C", "C", "C", "C", "N", "H", "H", "H", "H"], "positions_angstrom": [[-0.57697, 0.24523, 0.61827], [4.91136, -1.73636, 1.83548], [3.52081, -2.81614, 1.29549], [3.65229, -4.16923, 1.20234], [2.60228, -4.95843, 0.71256], [2.81739, -6.78728, 0.73592], [1.38233, -4.37156, 0.18087], [0.39804, -5.11925, -0.47467], [-0.72272, -4.47955, -0.95831], [-0.86981, -3.12058, -0.71902], [0.05047, -2.38281, -0.09463], [1.17560, -2.98655, 0.32400], [2.22879, -2.14172, 0.96556], [2.06021, -0.97158, 1.20094], [4.58320, -4.64142, 1.48999], [0.51568, -6.18655, -0.60880], [-1.48583, -5.02554, -1.49547], [-1.76424, -2.59931, -1.03991], [1.57540, 7.10102, 0.60991], [0.93535, 5.32499, 0.62719], [-0.26737, 5.00471, 0.00752], [-0.67220, 3.68572, 0.01242], [0.04423, 2.70416, 0.57839], [1.19706, 3.02913, 1.18195], [1.67354, 4.32191, 1.24460], [-0.87367, 5.76117, -0.46927], [-1.60354, 3.40202, -0.46328], [1.76313, 2.21569, 1.62307], [2.59644, 4.53930, 1.76211], [-3.35282, -0.38672, 1.69984], [-3.61057, 0.26261, -0.32791], [-4.85869, 0.35921, -0.89500], [-4.92604, 0.85749, -2.19427], [-3.75897, 1.23439, -2.84406], [-2.55133, 1.08537, -2.18762], [-2.47424, 0.59876, -0.93915], [-5.74549, 0.06590, -0.35089], [-5.88612, 0.95742, -2.68337], [-3.78241, 1.62622, -3.85092], [-1.61482, 1.36270, -2.65562]], "lowdin_charge": [1.3470, 1.0734, -0.5298, -0.1240, -0.5044, 1.1189, -0.1527, 0.0344, 0.0332, -0.0701, 0.0297, -0.1241, -0.3234, 0.0220, 0.1286, 0.1100, 0.1410, 0.1211, 0.8789, -0.6405, -0.0650, -0.1283, -0.1412, -0.1433, -0.0671, 0.1235, 0.1063, 0.1081, 0.1230, 1.0263, -0.7159, -0.0689, 0.0166, 0.0024, -0.1041, -0.1733, 0.1245, 0.1410, 0.1347, 0.1315], "homo_energy_ev": -16.61, "total_charge": 3, "homo_lumo_gap_ev": 4.48}


| no. | energy (Eh) |
| --- | --- |
| 1 | -272.5295 |
| 2 | -441.3052 |
| 3 | -9182.3325 |